Record 1
# H2S

An isolated molecule of H2S (ωB97M-V/def2-TZVPD, the Open Molecules 2025 dataset).

```
3
Properties=species:S:1:pos:R:3:nbo_charge:R:1
S -0.22750 -0.45130 0.24501 -0.281
H 0.55353 0.28687 1.01692 0.142
H 0.36363 -0.25797 -0.91134 0.139
```

Values from the calculation:
SMILES ... S
2S+1 ... 1
Highest occupied orbital energy ... -9.8 eV
Net charge ... 0
Calculated total energy ... -10867.46627 eV
Lowest unoccupied orbital energy ... 1.1 eV
Frontier orbital gap ... 10.87 eV


Record 2
# H30O15

A 15-piece molecular cluster, H30O15 overall (ωB97M-V/def2-TZVPD, the Open Molecules 2025 dataset).

```
45
Properties=species:S:1:pos:R:3:nbo_charge:R:1
H 0.54216 1.05975 -0.98849 0.489
H -0.59585 0.30080 -0.16937 0.506
H -2.55810 -4.47384 0.82372 0.458
H -2.25897 -3.11912 0.24531 0.482
H -1.53115 2.63233 0.17833 0.456
H -0.68720 3.63210 0.75912 0.465
H 2.77198 -3.08039 -2.93864 0.446
H 2.41150 -1.72144 -2.59010 0.454
H -3.90975 0.89591 -1.52890 0.462
H -2.98158 1.38423 -2.62625 0.477
H 1.19337 1.98063 0.55635 0.470
H 0.78445 2.64630 1.83030 0.435
H 3.66931 0.67715 1.19155 0.456
H 2.29043 0.58547 1.89450 0.460
H -2.47770 0.64603 2.64417 0.487
H -2.49874 1.89215 1.60300 0.489
H 0.31148 -2.63790 0.53575 0.485
H 0.02728 -3.29169 -0.82141 0.477
H 3.97389 -3.00714 0.08616 0.484
H 3.65636 -1.43268 -0.13023 0.470
H -3.18885 -1.10260 2.77708 0.453
H -3.23827 -0.68740 1.31017 0.489
H 2.84417 -1.96416 4.09230 0.474
H 1.73418 -1.37347 3.26567 0.458
H 2.02529 3.40408 -2.03996 0.451
H 1.33281 4.72482 -1.84747 0.471
H 2.81458 -0.52433 -1.33995 0.473
H 3.41708 0.98794 -1.58074 0.485
H -4.78358 -0.40986 -1.16995 0.456
H -5.91216 -0.69271 -2.16620 0.480
O 0.32720 0.55896 -0.22625 -0.979
O -2.97838 -3.83862 0.21439 -0.948
O -1.37809 3.59363 0.16091 -0.923
O 3.20238 -2.30280 -2.81103 -0.901
O -3.16303 1.48377 -1.69427 -0.948
O 1.45185 2.73579 1.05174 -0.919
O 3.01599 1.11650 1.76410 -0.916
O -2.32669 0.90236 1.75906 -0.992
O -0.24622 -2.65365 -0.24604 -0.954
O 3.31372 -2.39215 -0.29654 -0.957
O -3.67523 -0.62143 2.17621 -0.930
O 2.64471 -1.48970 3.27047 -0.931
O 1.54760 3.85254 -1.35250 -0.920
O 3.31810 0.04628 -1.92984 -0.954
O -4.95122 -0.73283 -2.07241 -0.925
```

Values from the calculation:
2S+1 ... 1
Highest occupied orbital energy ... -9.5 eV
Net charge ... 0
Calculated total energy ... -31194.90800 eV
Lowest unoccupied orbital energy ... -0.3 eV
Frontier orbital gap ... 9.17 eV


Record 3
# H30O15

A 15-piece molecular cluster, H30O15 overall (ωB97M-V/def2-TZVPD, the Open Molecules 2025 dataset).

```
45
Properties=species:S:1:pos:R:3:nbo_charge:R:1
O 1.48493 -2.10431 -0.97757 -0.995
H 1.06968 -2.34286 -1.84596 0.481
H 0.85572 -1.48133 -0.56156 0.495
O 1.25665 2.14459 1.20777 -0.975
H 0.90208 1.55874 0.53958 0.483
H 2.09768 2.37849 0.72276 0.477
O -1.87367 1.86576 2.02269 -0.973
H -0.96538 2.16103 2.07603 0.488
H -2.06676 1.71125 1.10500 0.468
O -0.51297 -1.23704 4.33570 -0.995
H 0.02650 -0.41197 4.33392 0.492
H -0.79847 -1.32121 3.44215 0.472
O -1.84951 2.29864 -3.35242 -0.956
H -1.43722 1.66998 -3.95663 0.481
H -1.34425 2.48322 -2.57906 0.474
O 0.01916 -0.01295 -0.17165 -1.020
H -0.76615 0.43083 -0.49321 0.502
H -0.34847 -0.28508 0.66630 0.510
O 3.43573 -0.14500 -0.29978 -0.956
H 2.75513 -0.79451 -0.20312 0.498
H 4.02885 -0.74336 -0.76710 0.480
O 1.34841 0.67847 3.79968 -0.983
H 1.66180 1.47252 3.48246 0.477
H 1.40810 0.07912 3.02666 0.498
O -2.56539 1.40047 -0.65669 -0.960
H -3.44947 1.05639 -0.56729 0.492
H -2.78324 2.33320 -0.91713 0.495
O 0.28826 0.18210 -3.14446 -0.992
H 0.64999 0.77752 -3.79506 0.488
H 0.47240 0.51286 -2.25951 0.517
O -2.04301 -1.17881 -2.64391 -0.971
H -2.38454 -1.16357 -3.51432 0.472
H -1.22865 -0.79554 -2.95312 0.495
O 1.85212 -1.49419 2.46064 -0.957
H 2.43966 -1.79002 3.14370 0.493
H 1.32033 -2.22473 2.15469 0.490
O 1.94534 1.72623 -1.62684 -1.006
H 2.78217 2.05549 -1.98367 0.478
H 2.29530 1.04867 -0.98171 0.505
O -1.63221 -2.82449 -0.49534 -0.975
H -1.61398 -2.25546 -1.23523 0.495
H -1.74932 -3.65769 -0.95666 0.482
O -1.36824 -1.18397 1.71893 -0.964
H -2.19016 -0.73538 1.67476 0.491
H -1.42497 -1.84211 1.02557 0.508
```

Values from the calculation:
2S+1 ... 1
Highest occupied orbital energy ... -9.5 eV
Net charge ... 0
Calculated total energy ... -31200.25080 eV
Lowest unoccupied orbital energy ... -0.2 eV
Frontier orbital gap ... 9.28 eV


Record 4
# H30O15

A 15-piece molecular cluster, H30O15 overall (ωB97M-V/def2-TZVPD, the Open Molecules 2025 dataset).

```
45
Properties=species:S:1:pos:R:3:nbo_charge:R:1
O -0.09100 0.17662 0.27322 -0.990
H 0.38800 0.25862 -0.53178 0.489
H -0.00600 -0.71538 0.48922 0.508
O 1.46200 0.32062 -2.10478 -0.969
H 2.26000 0.01762 -1.76878 0.484
H 1.68400 0.99062 -2.76778 0.497
O -2.77800 -2.64138 0.78822 -0.954
H -2.82600 -3.37638 0.20422 0.462
H -2.09500 -2.07838 0.40422 0.491
O -1.46700 -0.06938 -2.84078 -0.947
H -2.29400 0.40862 -2.96978 0.484
H -1.58300 -0.63838 -3.61678 0.482
O -0.92800 0.46462 3.06322 -1.015
H -1.63900 0.87362 2.53622 0.483
H -0.89600 -0.48338 2.79422 0.480
O -0.46000 -1.89538 1.95822 -0.979
H 0.31200 -1.97238 2.57422 0.513
H -1.02800 -2.63838 2.08222 0.504
O -0.95900 2.44062 -1.33478 -0.925
H -1.09700 1.75262 -1.92178 0.464
H -0.84100 1.95862 -0.53078 0.504
O 0.03700 -4.39038 0.17222 -0.960
H -0.36600 -3.53938 -0.08678 0.486
H -0.64700 -5.04838 0.21822 0.462
O 1.37700 3.23662 -2.05578 -1.024
H 0.55900 2.75362 -1.85078 0.500
H 1.28600 4.16262 -2.19678 0.484
O 0.37600 2.56962 1.42922 -0.987
H 0.24300 1.63962 1.18822 0.499
H -0.10600 2.81862 2.19622 0.485
O 2.27400 1.10862 2.58222 -0.982
H 2.84100 1.32462 1.82322 0.476
H 1.43100 1.44662 2.27922 0.474
O 3.15100 1.98362 -0.06678 -0.971
H 3.79200 2.50062 -0.50378 0.463
H 2.39200 2.37962 -0.53678 0.502
O -2.80200 1.32262 1.33622 -0.939
H -3.64500 1.78262 1.38922 0.481
H -2.91100 0.71762 0.60322 0.481
O -0.95200 -2.25838 -1.32678 -0.984
H -0.90000 -1.48038 -1.84178 0.507
H -0.77500 -2.99638 -1.87078 0.479
O 2.46700 -1.71738 0.37122 -0.931
H 2.44300 -2.14638 -0.45878 0.459
H 3.31700 -1.32438 0.42722 0.475
```

Values from the calculation:
2S+1 ... 1
Highest occupied orbital energy ... -9.2 eV
Net charge ... 0
Calculated total energy ... -31199.71091 eV
Lowest unoccupied orbital energy ... -0.5 eV
Frontier orbital gap ... 8.69 eV


Record 5
# H30O15

A 15-piece molecular cluster, H30O15 overall (ωB97M-V/def2-TZVPD, the Open Molecules 2025 dataset).

```
45
Properties=species:S:1:pos:R:3:nbo_charge:R:1
O 6.08600 28.71700 -6.84500 -0.974
H 6.77200 29.23700 -7.25200 0.447
H 6.14800 27.98600 -7.50500 0.492
O 0.31600 26.33100 -9.52600 -0.982
H 0.96700 25.93200 -10.11100 0.456
H 0.42500 27.26200 -9.40500 0.485
O 6.55200 28.88800 -10.90100 -0.972
H 5.61100 28.94800 -10.75200 0.487
H 6.97400 29.73200 -10.65300 0.473
O 3.50200 28.45700 -12.79600 -0.926
H 3.39200 27.51900 -12.73500 0.475
H 2.59500 28.67000 -13.06100 0.456
O 2.17900 26.38900 -11.57800 -0.954
H 2.15000 25.93300 -12.42500 0.479
H 1.36100 26.93000 -11.77000 0.495
O 6.52800 26.79200 -8.55800 -0.964
H 6.68200 26.89800 -9.51100 0.515
H 6.32100 25.84200 -8.38300 0.477
O 3.85500 29.03500 -9.97400 -0.959
H 3.68200 29.94000 -9.73700 0.491
H 3.41800 29.00900 -10.80800 0.487
O 2.83300 27.82300 -7.18100 -0.966
H 3.68500 27.85800 -6.76400 0.486
H 3.07800 27.25800 -7.89800 0.461
O 0.63200 23.73700 -10.65500 -0.924
H 1.55500 24.02900 -10.69100 0.462
H 0.22600 24.19900 -11.38200 0.455
O 0.88400 28.86000 -9.17400 -0.934
H 1.69800 28.98000 -8.70100 0.510
H 1.05700 29.12900 -10.09600 0.452
O 3.37900 23.82500 -10.57000 -0.964
H 3.08400 23.40700 -11.37200 0.486
H 4.04300 23.30000 -10.15000 0.491
O 3.22300 24.48900 -7.40400 -0.958
H 3.02900 23.63100 -7.77100 0.467
H 3.06600 25.05600 -8.15300 0.489
O 5.19500 25.88400 -6.10100 -0.922
H 4.43100 25.74600 -6.65200 0.478
H 5.75300 25.25300 -6.54400 0.439
O 6.04400 25.24100 -10.69900 -0.949
H 5.28800 25.33900 -10.11900 0.483
H 6.13600 24.30600 -10.79000 0.462
O 3.65200 26.39300 -9.20400 -1.001
H 3.25400 26.21200 -10.04900 0.501
H 3.91800 27.30200 -9.30300 0.514
```

Values from the calculation:
2S+1 ... 1
Highest occupied orbital energy ... -10.0 eV
Net charge ... 0
Calculated total energy ... -31198.62407 eV
Lowest unoccupied orbital energy ... -1.2 eV
Frontier orbital gap ... 8.86 eV


Record 6
# H30O15

A 15-piece molecular cluster, H30O15 overall (ωB97M-V/def2-TZVPD, the Open Molecules 2025 dataset).

```
45
Properties=species:S:1:pos:R:3:nbo_charge:R:1
O 0.05329 3.37340 -0.39567 -0.993
H -0.63371 2.93840 0.13033 0.459
H 0.37529 2.68640 -0.99367 0.486
O -2.00071 2.05840 0.47033 -0.942
H -2.35371 1.98240 -0.41667 0.495
H -2.39771 2.89240 0.74933 0.493
O 1.00529 1.58040 1.93633 -0.992
H 0.16629 1.23840 2.21933 0.487
H 1.24329 2.12840 2.67133 0.471
O 2.32429 -2.17860 -1.69767 -0.962
H 2.49129 -1.54360 -2.44067 0.447
H 1.39829 -2.45460 -1.85167 0.494
O -1.58371 -1.13260 -3.14067 -0.975
H -2.02971 -1.76860 -3.70567 0.487
H -1.11471 -0.49660 -3.74267 0.508
O -4.14271 -0.17760 1.65133 -0.934
H -3.54671 -0.34960 0.96633 0.478
H -4.45471 0.67140 1.54533 0.449
O 1.05129 1.45440 -2.05967 -0.992
H 1.73029 1.14040 -2.61867 0.471
H 0.72929 0.55340 -1.67367 0.500
O 0.02229 -0.32460 -0.31867 -0.995
H -0.95271 -0.42960 -0.37667 0.492
H 0.26929 0.32240 0.31733 0.503
O -0.01871 -3.25160 -2.22667 -0.931
H -0.57571 -2.53460 -2.44167 0.478
H -0.01771 -3.76660 -3.02967 0.475
O 2.73929 -0.48860 0.61033 -0.992
H 2.56629 -0.89260 -0.23867 0.494
H 3.19229 0.29040 0.38733 0.479
O 3.19629 2.25440 0.11133 -0.960
H 3.66529 2.40640 0.91933 0.466
H 2.28729 2.04140 0.34333 0.503
O 0.61129 -2.59460 1.09633 -0.984
H 0.55629 -1.90760 0.40733 0.473
H 1.34329 -2.32960 1.66733 0.489
O -2.43471 -1.17660 -0.30567 -0.942
H -2.08471 -2.09060 -0.42567 0.512
H -2.61271 -0.92260 -1.18067 0.484
O -1.34371 0.53640 2.64933 -0.930
H -1.54171 1.16340 3.36733 0.468
H -1.76371 0.91840 1.88033 0.490
O 1.52129 -0.99160 3.11933 -0.960
H 1.75429 -0.52260 2.33433 0.497
H 1.31129 -0.30560 3.73033 0.456
```

Values from the calculation:
2S+1 ... 1
Highest occupied orbital energy ... -9.3 eV
Net charge ... 0
Calculated total energy ... -31199.46397 eV
Lowest unoccupied orbital energy ... -0.8 eV
Frontier orbital gap ... 8.54 eV


Record 7
# H30O15

A 15-piece molecular cluster, H30O15 overall (ωB97M-V/def2-TZVPD, the Open Molecules 2025 dataset).

```
45
Properties=species:S:1:pos:R:3:lowdin_spin:R:1
O 2.55449 -1.23470 -3.19175 0.000
H 2.46175 -0.59088 -3.91218 0.000
H 2.36879 -1.96266 -3.80640 0.000
O -0.78960 1.96015 0.95376 0.209
H -1.57125 1.76228 1.49496 0.001
H -0.50242 1.12114 0.58078 0.001
O -1.61055 -4.43959 1.75010 0.000
H -2.12971 -3.95592 1.09831 0.000
H -1.79824 -3.87637 2.50695 0.000
O 0.74262 -3.61546 -0.19954 0.000
H 0.47898 -4.47112 0.14061 0.000
H 0.00980 -3.04270 -0.40196 0.000
O 3.38237 0.16830 1.11124 0.239
H 4.27157 0.41053 0.82337 -0.001
H 3.43656 0.04845 2.06497 0.002
O 0.16992 3.33729 -2.28399 0.008
H -0.26391 4.13586 -1.95902 0.000
H 0.07766 3.47969 -3.23479 0.000
O -1.52365 -1.69016 1.25583 0.000
H -1.34321 -1.28735 0.40518 0.000
H -0.75969 -1.68634 1.84493 0.000
O -1.53502 0.65636 3.10612 0.017
H -1.66809 -0.29195 2.89600 0.000
H -1.17299 0.34902 3.95829 0.000
O 0.46781 -0.37467 -0.66640 0.001
H 1.07944 -0.43866 -1.41257 0.000
H 0.93479 -0.61473 0.14097 0.000
O 3.45100 1.72602 -0.83344 0.150
H 2.50495 1.68256 -1.01007 0.000
H 3.81999 2.47307 -1.32271 0.001
O -4.26003 1.12215 2.12799 0.005
H -3.43856 1.57432 1.96380 0.000
H -4.05744 0.24260 2.44596 0.000
O 0.31309 4.49564 0.97057 0.363
H 1.05874 4.04788 0.55372 0.001
H -0.53041 4.05344 0.82773 0.000
O -0.18057 -0.90601 -4.08325 0.000
H -0.23810 -0.20931 -3.42183 0.000
H -1.08382 -1.03239 -4.33769 0.000
O 1.07050 -2.19578 2.46225 0.000
H 0.67460 -2.76376 3.12693 0.000
H 1.14975 -2.67978 1.63446 0.000
O -2.05989 1.49403 -2.47038 0.003
H -2.01001 2.24284 -1.86533 0.000
H -1.95197 0.77668 -1.83248 0.000
```

Values from the calculation:
2S+1 ... 2
Highest occupied orbital energy (alpha / beta) ... -13.9 / -13.8 eV
Net charge ... +1
Calculated total energy ... -31188.18544 eV
Lowest unoccupied orbital energy (alpha / beta) ... -3.1 / -10.9 eV
Frontier orbital gap (alpha / beta) ... 10.77 / 2.94 eV


Record 8
# H31O15

H31O15 as an isolated structure (ωB97M-V/def2-TZVPD, the Open Molecules 2025 dataset).

```
46
Properties=species:S:1:pos:R:3:nbo_charge:R:1
O 0.48073 -3.62023 1.45105 -0.955
H 2.84336 1.12998 1.52894 0.508
H 0.77618 -2.71482 1.48000 0.448
O -2.65484 0.30236 -2.06228 -1.014
H 0.04564 -0.54058 2.36818 0.572
H -3.22479 0.03203 -2.78860 0.495
O 1.80028 1.21916 -0.32999 -1.006
H 0.39844 -0.48906 -3.67628 0.504
H -1.47549 -2.42178 2.53012 0.464
O -1.13029 2.18449 -1.07108 -0.958
H -2.61516 -3.34794 -0.12031 0.503
H -1.12723 2.69522 -0.25077 0.483
O 2.98316 1.77710 2.25133 -1.001
H -0.13718 0.81034 1.34860 0.549
H 3.83187 1.78293 2.67205 0.492
O -2.56333 -0.64997 0.87577 -0.912
H 1.62125 2.09584 -0.75030 0.522
H 1.53503 0.50883 -0.90711 0.479
O -0.45686 -0.60905 -3.23098 -0.967
H -2.76122 0.04878 0.22091 0.516
H 2.98561 -0.88790 -2.99738 0.500
O -0.26904 3.94768 1.37428 -0.968
H -1.75501 0.27677 -2.42225 0.510
H 2.50484 -2.39992 -3.09914 0.492
O -2.22427 -2.61313 -0.60914 -0.947
H 0.66806 3.78444 1.32804 0.486
H 1.89124 -2.45364 -0.98456 0.484
O 1.11893 3.81199 -1.82160 -0.989
H -0.38032 4.85062 1.01191 0.490
O -0.24538 -0.12413 1.50374 -0.888
H -1.34547 -0.55976 1.27477 0.534
H 0.64900 4.21148 -1.10389 0.485
O 2.21164 -1.49580 -3.03488 -0.986
H -2.37444 -2.72451 -1.54234 0.503
H -2.87217 -1.34057 0.16402 0.537
O 1.44162 -3.26748 -0.77397 -0.958
H -0.28549 -1.50980 -2.89326 0.481
H 2.18520 -3.89140 -0.83180 0.489
O -1.25150 -2.06656 3.38637 -0.942
H 0.30599 -3.63313 0.48387 0.492
H 0.91657 1.73171 3.40703 0.495
O -0.01853 1.55307 3.52236 -0.973
H -0.53510 2.24114 3.09705 0.483
H -1.58366 1.37595 -0.94628 0.464
H 0.75992 3.75863 -2.73663 0.514
H -0.66783 -2.76934 3.70444 0.490
```

Values from the calculation:
2S+1 ... 1
Highest occupied orbital energy ... -13.8 eV
Net charge ... +1
Calculated total energy ... -31209.12424 eV
Lowest unoccupied orbital energy ... -2.9 eV
Frontier orbital gap ... 10.84 eV


Question: Which of these has the lowest calculated total energy?
Answer: H31O15